Record 1
# C67H70BrN4O14S

4 unconnected molecules or ions with the total composition C67H70BrN4O14S at a distorted geometry (ωB97M-V/def2-TZVPD, OMol25).

Element x y z (Å)
1 H -2.275 -4.285 2.592
2 H -1.889 4.624 -4.429
3 C 3.168 -3.776 4.394
4 N 1.243 3.622 -1.417
5 C -2.479 0.158 6.996
6 H -3.458 2.159 2.172
7 C -5.102 -6.559 0.562
8 O -3.765 2.861 -1.256
9 O -2.498 2.087 2.160
10 H 2.311 1.883 -1.931
11 C -0.649 -1.165 6.179
12 H 8.976 -4.739 3.693
13 C -1.975 -0.760 6.091
14 O 8.086 -5.107 -2.284
15 Br 1.150 4.502 1.305
16 H -8.040 -5.952 -1.012
17 H -6.035 -1.741 0.631
18 H -2.608 -1.169 5.315
19 C -5.172 -3.674 0.937
20 H 3.437 6.027 -3.861
21 C 9.545 -4.855 1.625
22 H 0.669 1.095 -0.299
23 H 2.300 2.666 -4.279
24 C -0.975 6.501 -2.515
25 C 0.742 1.134 2.827
26 C 1.614 -1.025 7.266
27 H 5.061 -3.430 5.345
28 H -2.303 8.673 -3.157
29 H 1.456 6.583 -0.379
30 H -4.220 -0.552 1.818
31 H -2.912 3.664 -6.458
32 H -2.859 4.175 0.433
33 C 3.496 -2.302 6.270
34 C 1.053 1.897 0.327
35 C 2.967 5.044 -3.779
36 H -1.068 6.219 -3.562
37 C -5.021 -7.931 0.361
38 C 2.146 -1.978 6.252
39 C -5.210 -2.291 1.061
40 H 2.035 -5.408 -2.344
41 H 2.503 -0.666 -0.375
42 C -7.197 -6.511 -0.631
43 H -1.811 8.969 -1.479
44 O 1.749 -2.485 -2.745
45 H 3.566 -4.475 3.670
46 C 0.176 -0.637 7.174
47 H -3.512 0.472 6.926
48 H -4.382 3.316 -5.501
49 C -5.187 2.691 -1.243
50 H 0.650 0.818 3.844
51 H 10.605 -4.790 1.833
52 C 1.821 -3.454 4.372
53 H -2.349 -1.835 2.815
54 C -1.926 3.376 2.144
55 C -2.576 2.608 -4.577
56 H 0.246 0.484 -3.795
57 C 2.353 -0.075 -3.651
58 C -1.608 1.925 -0.591
59 H -2.575 4.052 2.712
60 H -5.877 2.613 -3.239
61 C 1.978 6.073 -1.182
62 C 7.287 -5.108 -1.372
63 H 2.133 1.930 0.166
64 H -1.477 5.044 0.948
65 O 2.904 -0.989 -1.196
66 C 0.555 3.292 -0.192
67 H -2.322 6.701 -0.996
68 C -0.128 -2.165 5.205
69 N -2.264 6.944 -1.978
70 H 0.582 1.736 -2.026
71 C -1.021 3.328 -0.350
72 H 2.970 4.653 -4.800
73 C -2.266 3.850 -3.756
74 H 0.816 4.693 -4.072
75 H 0.305 0.674 8.859
76 C 7.273 -4.924 2.410
77 O 4.554 -5.161 1.740
78 C -7.113 -7.879 -0.825
79 O -5.788 3.193 -0.366
80 H -0.262 7.335 -2.481
81 H -3.596 2.027 -6.359
82 H -6.741 1.558 -2.098
83 C -5.770 1.944 -2.383
84 H 2.738 -0.750 -4.409
85 C -3.138 -2.347 2.286
86 H 2.853 5.618 -0.725
87 C 3.549 -5.321 -0.838
88 O -7.235 -3.747 -0.201
89 C -1.827 4.028 0.758
90 O -1.268 3.477 -2.797
91 O -3.096 -6.500 1.798
92 O -0.852 -2.637 4.352
93 H -1.369 1.304 0.268
94 H 3.548 4.161 -1.973
95 H -3.501 8.647 -1.881
96 S 1.787 -1.129 -2.309
97 C 4.909 -5.219 -0.577
98 C -3.404 2.946 -5.807
99 C -6.190 -5.845 0.056
100 C 7.744 -5.041 0.048
101 H 1.288 6.268 -3.618
102 H -0.991 3.387 2.695
103 C 8.629 -4.830 2.672
104 C -1.661 0.672 7.997
105 C 1.101 5.001 -1.912
106 H 6.069 -5.124 -3.757
107 H -4.172 -8.477 0.749
108 C -4.104 -4.392 1.480
109 C 5.822 -5.169 -1.632
110 C 3.095 -5.336 -2.143
111 H 0.512 2.801 -4.179
112 H -7.897 -8.396 -1.361
113 O 2.327 -0.569 8.134
114 H -5.955 -9.656 -0.492
115 C -4.020 -5.873 1.325
116 C 1.308 -2.544 5.288
117 C 4.000 -5.248 -3.196
118 H 4.142 -1.851 7.011
119 N -1.275 4.210 -1.604
120 H 9.810 -4.973 -0.502
121 C 1.408 2.401 -2.250
122 C -0.337 0.277 8.086
123 N 3.789 4.156 -2.953
124 H -2.224 4.591 -1.483
125 O 0.572 -0.584 -1.749
126 C -2.474 8.381 -2.123
127 H -1.197 1.404 -1.455
128 H 6.556 -4.912 3.219
129 H -2.059 1.384 8.708
130 C 0.838 1.554 1.724
131 C 5.365 -5.152 0.836
132 H -3.136 1.935 -3.927
133 C 9.104 -4.959 0.317
134 C 1.218 0.831 -4.132
135 C -6.284 -4.367 0.228
136 H 1.165 -3.897 3.635
137 C -3.108 1.806 -0.706
138 C 4.006 -3.190 5.337
139 C 1.403 2.323 -3.785
140 C 6.826 -5.037 1.100
141 C 5.360 -5.177 -2.943
142 H -1.642 2.096 -4.813
143 H 1.202 0.763 -5.222
144 H -5.130 1.122 -2.695
145 C -3.094 -3.725 2.162
146 H 3.198 0.480 -3.242
147 C -0.385 5.409 -1.653
148 C 1.474 5.220 -3.389
149 H 4.760 4.428 -3.025
150 O -3.689 0.824 -0.361
151 C -4.192 -1.631 1.729
152 C -6.022 -8.588 -0.334
153 H -3.185 4.229 -3.309
154 H 3.641 -5.246 -4.217
155 H -0.399 5.828 -0.646
156 H 2.852 -5.384 -0.014
157 H 2.332 6.837 -1.869

Output
Charge   +1
Gap between HOMO and LUMO   8.4 eV
LUMO   -2.33 eV
DFT total energy   -186108.8206 eV

Record 2
# C4H8O3

C4H8O3 in the gas phase (ωB97M-V/def2-TZVPD, OMol25).

Element x y z (Å)
1 O 2.494 0.557 -0.660
2 H 2.059 0.350 1.326
3 O -0.034 0.679 -0.854
4 H -0.411 -1.499 0.913
5 C -0.951 -0.434 -0.963
6 C 1.760 0.961 0.465
7 H -1.552 0.392 1.521
8 H 1.850 2.025 0.732
9 H -1.887 -1.971 0.056
10 H 1.938 0.686 -1.441
11 O -2.107 -0.348 1.216
12 C -1.293 -1.113 0.361
13 H -0.366 -1.107 -1.604
14 H -1.850 -0.093 -1.465
15 C 0.298 0.856 0.411

Output
Charge   0
Gap between HOMO and LUMO   9.3 eV
LUMO   0.41 eV
Relative energy (zero: lowest compared OMol25 entry of this formula, charge and spin)   4.7571 eV
DFT total energy   -10416.2464 eV

Record 3
# C28H24F2N4S6Zr

A molecular structure, C28H24F2N4S6Zr at a distorted geometry (ωB97M-V/def2-TZVPD, OMol25).

Element x y z (Å)
1 H 6.142 -1.965 3.522
2 H 1.761 -3.748 0.520
3 N -0.393 2.224 -0.389
4 F 2.410 2.241 1.716
5 H 7.113 -1.641 1.241
6 H -3.756 0.445 5.774
7 C 3.305 -1.940 1.721
8 C -0.665 2.419 -5.664
9 S -0.463 -0.839 -2.603
10 H -2.779 -1.287 -2.398
11 H 3.416 1.121 0.448
12 N -0.504 0.546 1.568
13 H -3.974 -2.198 0.020
14 C -3.928 -0.386 5.078
15 C -2.933 -2.469 0.139
16 S 1.936 1.095 -2.912
17 C -2.659 -3.593 0.929
18 C 0.506 1.292 -3.865
19 C -2.078 -0.830 -1.658
20 C -1.685 0.034 3.436
21 C 5.511 -2.016 2.611
22 S 2.883 -1.455 -0.988
23 H 1.096 3.213 -4.590
24 C -2.302 3.418 0.465
25 H 1.036 -3.785 2.179
26 H 0.022 2.420 2.383
27 C 5.268 -1.754 0.228
28 C -0.846 1.969 1.948
29 H -2.439 0.185 -1.454
30 H -2.228 1.384 -6.655
31 H 3.836 -2.567 3.741
32 C 3.836 -1.811 0.406
33 H 5.687 -1.467 -0.685
34 C 4.162 -2.196 2.746
35 C -1.222 3.979 -1.656
36 N -0.785 -0.377 2.522
37 Zr 0.766 0.092 -0.286
38 S 1.587 -1.616 1.840
39 C -1.331 -3.948 1.177
40 C 2.462 1.590 0.472
41 S -2.027 1.768 3.258
42 C -0.342 -3.111 0.709
43 C -0.200 3.109 -1.355
44 C -1.879 -1.763 -0.491
45 H -1.146 -4.842 1.733
46 H -4.562 -1.147 5.562
47 C -1.289 2.526 0.606
48 H -0.943 3.268 -6.249
49 C -1.530 1.341 -5.800
50 H -3.205 4.491 -1.220
51 C 0.365 2.400 -4.761
52 S -2.233 -1.047 4.705
53 H 0.754 3.150 -1.908
54 H -4.403 -0.027 4.133
55 H -3.559 -4.105 1.378
56 H -2.919 3.670 1.406
57 C -2.309 4.049 -0.784
58 C -1.508 0.346 -4.865
59 C 6.065 -1.786 1.344
60 C 1.041 -3.280 1.226
61 H -2.290 -0.391 -4.811
62 H -1.244 4.590 -2.553
63 C -0.577 0.374 -3.773
64 F 2.746 2.676 -0.433
65 N -0.580 -2.041 -0.082

Output
Charge   0
Gap between HOMO and LUMO   6.5 eV
LUMO   -0.57 eV
Relative energy (zero: lowest compared OMol25 entry of this formula, charge and spin)   0.8593 eV
DFT total energy   -107111.4309 eV

Record 4
# C26H48F6LiO21P

A molecular structure, C26H48F6LiO21P at a distorted geometry (ωB97M-V/def2-TZVPD, OMol25).

Element x y z (Å)
1 H 9.061 -9.721 -3.320
2 H 3.054 5.015 -8.022
3 C -5.725 -11.472 6.309
4 C -1.851 -7.790 5.590
5 F -0.699 0.626 0.597
6 H -6.136 -12.045 5.478
7 H 6.777 6.128 -3.519
8 C -0.216 9.143 0.699
9 O 0.273 9.105 1.943
10 O -9.054 5.206 4.729
11 H 3.136 7.805 -8.931
12 H 9.392 -11.688 -4.683
13 H 2.260 6.273 -7.161
14 O 4.285 6.195 -6.815
15 H -13.786 5.501 3.517
16 H -12.083 5.314 5.228
17 H -1.761 -8.140 4.561
18 H -7.472 2.978 4.001
19 H -2.298 12.421 0.334
20 C 8.405 -11.225 -4.676
21 H 1.160 7.917 3.489
22 H 9.512 -9.442 -4.948
23 F 0.456 0.051 2.472
24 O -4.064 -6.200 -5.304
25 O 8.632 -7.023 -3.847
26 H -6.405 -10.622 6.373
27 H -12.582 6.376 2.558
28 O 6.761 2.726 6.108
29 C 7.165 1.969 5.023
30 H 7.262 -0.132 5.441
31 H -13.337 7.125 4.008
32 C 6.504 0.622 5.227
33 O -2.646 -9.955 6.268
34 O -4.448 -7.375 -7.291
35 H 7.757 -11.336 -5.545
36 H 5.899 0.341 4.365
37 C -3.806 -6.551 -6.602
38 C -1.823 -8.880 6.678
39 C -7.937 3.160 3.031
40 F -0.744 -1.516 1.278
41 O 7.558 -8.959 -4.460
42 H -2.844 -7.341 5.578
43 H 1.472 7.640 1.726
44 H -0.996 -7.144 5.788
45 C 7.572 -7.666 -4.132
46 C 6.024 5.489 -3.980
47 O 5.687 0.823 6.423
48 H -5.835 -12.060 7.220
49 C -3.923 -10.002 6.642
50 H -3.663 -4.392 -4.607
51 H -7.362 4.041 2.746
52 H -7.639 2.315 2.410
53 O -2.690 -5.940 -6.973
54 F 1.518 -1.702 1.339
55 H 6.786 -5.194 -4.180
56 F 1.556 0.646 0.638
57 O -4.547 -9.276 7.424
58 H -2.668 12.380 -1.419
59 H -2.503 -5.549 -3.970
60 H 5.861 -5.559 -2.866
61 H 3.040 6.441 -9.927
62 H -1.137 -5.691 -5.712
63 H -0.789 10.673 -1.649
64 O -4.345 -11.130 6.172
65 O 6.317 -7.211 -4.222
66 C -2.086 -5.218 -5.964
67 C 5.885 2.099 6.846
68 C -3.121 -5.310 -4.835
69 Li 0.262 3.722 -2.123
70 H 6.573 4.617 -4.336
71 C 0.731 7.881 2.487
72 C 6.012 -5.904 -3.889
73 H -2.195 -8.455 7.610
74 C 8.673 -9.774 -4.337
75 C -1.916 12.176 -0.657
76 H 4.539 6.721 -9.192
77 O -0.325 8.112 -0.035
78 O -10.997 4.813 3.560
79 H 7.763 -11.521 -3.847
80 C -9.700 4.638 3.853
81 O -0.710 10.399 0.473
82 C 3.187 6.043 -7.685
83 H -1.971 -4.157 -6.188
84 O 5.380 2.643 7.844
85 H -1.163 12.960 -0.734
86 C -1.375 10.766 -0.734
87 C -12.955 6.204 3.567
88 H 5.129 -5.539 -4.411
89 C -11.745 5.771 4.298
90 H -0.782 -9.181 6.792
91 O 5.581 6.036 -5.206
92 F 0.383 -0.961 -0.623
93 C 4.362 5.723 -5.641
94 O -9.253 3.592 3.140
95 H -11.109 6.596 4.620
96 H 6.777 2.503 4.155
97 H -0.051 7.126 2.566
98 P 0.451 -0.501 0.974
99 H 8.244 1.878 5.145
100 H -2.203 10.067 -0.853
101 H 5.353 5.170 -3.183
102 C 3.471 6.769 -8.981
103 O 3.574 4.979 -5.125

Output
Charge   0
Gap between HOMO and LUMO   7.4 eV
LUMO   -3.06 eV
Relative energy (zero: lowest compared OMol25 entry of this formula, charge and spin)   6.2927 eV
DFT total energy   -96537.5951 eV

Record 5
# C6H17N5

3 unconnected molecules or ions with the total composition C6H17N5 at a distorted geometry (ωB97M-V/def2-TZVPD, OMol25).

Element x y z (Å)
1 H -8.256 -1.469 -8.737
2 H -6.514 0.973 -8.606
3 C -6.664 -0.138 -8.344
4 H -6.708 -0.066 -7.194
5 C -8.679 0.153 -9.721
6 N 6.991 -1.307 6.407
7 H 7.823 2.410 5.820
8 H 7.015 -0.326 6.362
9 H -5.726 -0.823 -8.664
10 H 6.398 -1.821 5.689
11 N 7.205 1.692 6.223
12 N 8.141 -1.382 8.371
13 H 3.632 2.387 7.801
14 H 8.301 -1.833 9.234
15 H 7.398 -3.005 7.391
16 N 4.865 1.556 6.475
17 H 3.438 0.722 7.230
18 C 3.584 1.726 6.975
19 C -9.923 -0.302 -10.311
20 N -7.911 -0.539 -8.913
21 H 2.895 1.973 6.112
22 H 8.063 -0.366 8.436
23 H -9.738 -0.346 -11.367
24 H -8.278 1.023 -10.096
25 C 6.001 1.875 6.259
26 H -10.743 0.473 -10.199
27 H -10.185 -1.274 -10.029
28 C 7.575 -1.966 7.395

Output
Charge   +2
Gap between HOMO and LUMO   7.9 eV
LUMO   -5.64 eV
Relative energy (zero: lowest compared OMol25 entry of this formula, charge and spin)   0.0991 eV
DFT total energy   -13932.4533 eV

Record 6
# CH8AlN2OTl

A molecular structure, CH8AlN2OTl at a distorted geometry (ωB97M-V/def2-TZVPD, OMol25).

Element x y z (Å)
1 H 2.149 1.331 -0.669
2 N 0.017 -0.909 -1.411
3 N 0.820 -0.960 1.690
4 H 0.264 -1.818 1.636
5 O 1.459 1.498 -0.030
6 H -0.127 -1.874 -1.111
7 Tl -0.673 0.247 -3.212
8 H 0.810 -0.904 -2.050
9 Al 0.290 0.141 0.165
10 H -2.014 0.234 1.348
11 C -1.516 1.014 0.768
12 H -1.226 1.857 1.399
13 H -2.064 1.336 -0.116
14 H 1.812 -1.195 1.593

Output
Charge   +2
Gap between HOMO and LUMO   4.6 eV
LUMO   -14.25 eV
Relative energy (zero: lowest compared OMol25 entry of this formula, charge and spin)   1.5799 eV
DFT total energy   -17464.4426 eV

Record 7
# C2H4N2O2

C2H4N2O2 in the gas phase at a distorted geometry (ωB97M-V/def2-TZVPD, OMol25).

Element x y z (Å)
1 O 2.369 0.731 0.710
2 H 2.425 1.759 -1.166
3 O 1.008 -2.289 -0.654
4 N 2.330 -0.177 -0.298
5 H -0.952 -1.251 0.409
6 N 1.878 1.104 -0.549
7 C 1.033 -1.232 -0.052
8 H -0.411 0.375 0.600
9 H 0.219 -0.702 1.884
10 C -0.074 -0.672 0.736

Output
Charge   0
SMILES   CC(=O)n1[nH]o1
Gap between HOMO and LUMO   10.3 eV
LUMO   0.72 eV
Relative energy (zero: lowest compared OMol25 entry of this formula, charge and spin)   7.0392 eV
DFT total energy   -9208.1836 eV

Record 8
# C23H35N4O5PRbS

A molecular structure, C23H35N4O5PRbS at a distorted geometry (ωB97M-V/def2-TZVPD, OMol25).

Element x y z (Å)
1 H -4.485 0.972 -0.938
2 H 0.980 2.932 3.348
3 H 1.598 3.741 -1.219
4 H 0.918 -3.743 2.527
5 C 2.629 -1.820 -2.344
6 H 3.181 -1.808 -3.279
7 C -0.537 0.198 -1.671
8 C -0.141 1.485 -2.157
9 H -1.903 2.804 -3.130
10 H -1.490 -2.507 1.978
11 C 1.882 2.693 2.796
12 C 1.665 -0.683 -2.293
13 H 2.996 0.725 -3.164
14 N -3.323 -1.279 0.001
15 H 3.253 -1.187 -0.359
16 H -1.282 -4.250 2.075
17 H 2.731 2.839 3.467
18 C -3.447 -0.529 1.162
19 H -5.794 0.156 -1.838
20 H 3.537 2.822 0.673
21 P 1.905 3.219 -3.348
22 O 1.969 3.647 1.748
23 C -4.364 -1.168 -1.011
24 C 1.187 -1.074 3.077
25 Rb -6.790 1.613 0.856
26 N -1.767 0.037 -1.122
27 H 3.792 -3.739 -1.317
28 H 2.046 -1.777 1.249
29 S -1.282 2.842 -1.943
30 O 3.882 -3.077 -0.628
31 C -1.441 -3.504 0.068
32 C 0.545 -3.194 1.669
33 C 1.053 -1.756 1.693
34 H 2.234 -1.102 3.356
35 H -0.854 -4.292 -0.387
36 N 0.655 4.117 -4.090
37 H 2.831 0.821 2.366
38 H -4.893 1.003 1.285
39 H 4.015 3.943 1.971
40 H 0.109 4.614 -3.395
41 H 0.998 -3.674 0.804
42 H -4.845 -0.039 2.692
43 H -2.501 -3.714 0.024
44 C 2.010 0.573 -2.751
45 O -2.512 -0.279 1.859
46 H -5.642 -0.616 1.211
47 C -4.802 -0.031 1.611
48 C 0.369 -0.880 -1.734
49 H 0.573 0.789 3.954
50 C -2.010 -1.128 -0.620
51 C 3.265 3.735 1.206
52 C 1.836 1.252 2.279
53 C 3.632 -1.794 -1.174
54 C -0.974 -3.356 1.540
55 N 0.044 -2.102 -1.223
56 H -4.183 0.335 -2.535
57 C -1.119 -2.228 -0.641
58 C 0.769 0.391 2.958
59 O 2.198 4.007 -1.929
60 H 3.280 4.558 0.502
61 C 1.126 1.677 -2.684
62 H 1.115 4.791 -4.689
63 C -4.731 0.161 -1.617
64 H 4.569 -1.371 -1.531
65 H -0.138 0.469 2.371
66 H 0.569 -1.587 3.807
67 O -4.895 -2.155 -1.386
68 H 2.107 -2.769 -2.314
69 H 0.461 -1.097 1.065
70 H 1.632 1.351 1.213

Output
Charge   +1
Gap between HOMO and LUMO   6.7 eV
LUMO   -4.05 eV
DFT total energy   -61390.2179 eV

Record 9
# H4O2Rb

A molecular structure, H4O2Rb at a distorted geometry (ωB97M-V/def2-TZVPD, OMol25).

Element x y z (Å)
1 O -5.430 -11.024 -20.551
2 Rb -7.901 -11.625 -19.292
3 H -4.843 -10.820 -19.810
4 H -10.823 -10.458 -19.177
5 O -10.739 -11.290 -18.706
6 H -5.402 -10.179 -20.951
7 H -11.195 -11.334 -17.809

Output
Charge   +1
Gap between HOMO and LUMO   12.1 eV
LUMO   -3.92 eV
Relative energy (zero: lowest compared OMol25 entry of this formula, charge and spin)   0.4632 eV
DFT total energy   -4810.1205 eV

Record 10
# C3H16O4S

5 unconnected molecules or ions with the total composition C3H16O4S at a distorted geometry (ωB97M-V/def2-TZVPD, OMol25).

Element x y z (Å)
1 H -0.618 1.773 -0.773
2 H 0.811 1.540 -0.841
3 C 2.228 -0.621 0.890
4 C 1.483 -1.503 1.872
5 O -0.215 -0.386 -3.273
6 H 0.489 1.726 -3.204
7 H 0.142 3.142 -2.867
8 H 0.293 -0.778 -3.990
9 H -0.387 -1.091 -2.641
10 H -0.016 -0.049 1.738
11 O 0.913 2.572 -2.997
12 C 0.308 -0.740 2.508
13 H 1.746 -0.638 -0.091
14 H 2.199 -1.830 2.633
15 O -2.002 1.844 -2.786
16 H 0.593 -0.297 3.453
17 S -1.128 -1.762 3.032
18 H 3.265 -0.914 0.717
19 H -2.127 -1.118 2.420
20 O 0.053 1.287 -0.288
21 H 2.331 0.405 1.214
22 H -1.950 1.272 -3.564
23 H -2.713 1.373 -2.331
24 H 1.119 -2.459 1.490

Output
Charge   0
SMILES   CCCS.O.O.O.O
Gap between HOMO and LUMO   8.8 eV
LUMO   0.10 eV
Relative energy (zero: lowest compared OMol25 entry of this formula, charge and spin)   0.9961 eV
DFT total energy   -22395.6327 eV